# 1
Computed, not measured: a molecular structure, C21H39N5O4Ta, with ωB97M-V/def2-TZVPD.

Structure (XYZ):
```
70
C21H39N5O4Ta (ωB97M-V/def2-TZVPD)
Ta -0.107 -0.256 2.359
C -1.427 2.319 -3.026
C -0.361 1.734 -2.092
C 0.874 2.652 -2.195
C 2.236 2.346 -1.534
C 3.092 1.436 -2.404
C 2.969 3.652 -1.252
N 1.979 1.706 -0.127
C 2.625 0.415 0.267
C 1.846 -0.783 -0.285
N 0.868 -1.557 0.585
C 1.666 -2.580 1.334
C 2.396 -1.876 2.461
O 3.488 -2.020 2.847
O 1.518 -0.882 2.984
C -0.104 -2.200 -0.399
C 0.571 -3.154 -1.382
C -1.297 -2.926 0.216
C -2.129 -2.323 1.357
C -3.590 -2.735 1.210
C -1.621 -2.814 2.718
N -2.019 -0.788 1.474
C -2.735 0.151 0.521
C -2.088 0.622 -0.775
N -0.881 1.478 -0.686
C -1.177 2.713 0.039
C -0.849 2.705 1.518
O -1.108 3.444 2.367
O 0.004 1.486 1.896
H -0.985 2.549 -3.994
H -1.834 3.252 -2.630
H -2.248 1.633 -3.221
H -0.090 0.740 -2.470
H 0.584 3.683 -1.972
H 1.082 2.667 -3.266
H 3.244 1.940 -3.358
H 2.618 0.476 -2.623
H 4.084 1.267 -1.986
H 3.130 4.190 -2.186
H 3.949 3.472 -0.806
H 2.388 4.308 -0.598
H 2.243 2.413 0.561
H 0.961 1.566 -0.064
H 2.759 0.433 1.347
H 3.625 0.393 -0.155
H 2.571 -1.510 -0.647
H 1.282 -0.442 -1.151
H 2.386 -3.090 0.697
H 1.003 -3.332 1.766
H -0.476 -1.339 -0.949
H 0.974 -4.037 -0.885
H 1.357 -2.693 -1.976
H -0.181 -3.509 -2.087
H -0.993 -3.923 0.545
H -1.957 -3.107 -0.635
H -3.661 -3.822 1.256
H -4.007 -2.430 0.250
H -4.207 -2.332 2.016
H -1.574 -3.903 2.739
H -2.248 -2.490 3.549
H -0.575 -2.518 2.966
H -2.563 -0.638 2.334
H -3.004 1.014 1.136
H -3.679 -0.320 0.251
H -2.897 1.179 -1.260
H -1.874 -0.215 -1.437
H -2.229 3.018 -0.007
H -0.624 3.559 -0.373
N -1.785 0.003 5.157
C -1.187 -0.072 4.171
```

The calculation puts the HOMO energy at -19.4 eV. The frontier orbital gap is 8.104 eV. Its LUMO energy is -11.3189 eV. As for the net charge: +3. For the energy relative to the best compared isomer or geometry (same formula, charge and spin), the calculation gives 0.0 kJ/mol.

# 2
Computed, not measured: a molecular structure, C4H8BN, with ωB97M-V/def2-TZVPD.

Structure (XYZ):
```
14
C4H8BN (ωB97M-V/def2-TZVPD)
B -0.110 2.466 -0.423
C 0.771 0.747 0.461
C 0.653 -1.281 -0.920
C -0.692 -1.112 1.173
C 0.249 -0.466 0.283
N 0.839 1.955 0.340
H 0.201 3.258 -1.272
H -1.254 2.330 -0.162
H 0.509 -2.299 -0.631
H 1.606 -0.937 -1.326
H -0.027 -0.911 -1.637
H -1.626 -1.228 0.589
H -0.265 -2.075 1.506
H -0.854 -0.448 2.021
```

The calculation puts the HOMO energy at -8.3 eV. The frontier orbital gap is 8.867 eV. Its LUMO energy is 0.5342 eV. As for the net charge: 0. For the energy relative to the best compared isomer or geometry (same formula, charge and spin), the calculation gives 293.8 kJ/mol.

# 3
Computed, not measured: 7 unconnected molecules or ions with the total composition C2H16O6, with ωB97M-V/def2-TZVPD.

Structure (XYZ):
```
24
C2H16O6 (ωB97M-V/def2-TZVPD)
C -1.314 -2.354 4.650
C -0.598 -2.390 3.556
H -0.934 -2.250 5.665
H -2.391 -2.222 4.681
H 0.464 -2.214 3.457
H -1.112 -2.483 2.595
O -0.353 2.121 -2.318
H -1.069 2.370 -1.721
H 0.449 2.133 -1.777
O -1.948 1.905 0.699
H -2.019 2.835 0.965
H -1.024 1.646 0.700
O 0.090 -0.638 -2.338
H 0.459 -0.363 -3.202
H 0.184 0.128 -1.766
O 1.287 1.360 0.568
H 2.143 1.774 0.697
H 1.354 0.426 0.820
O 0.741 0.814 -4.724
H 0.741 1.213 -5.594
H 0.294 1.403 -4.102
O 1.432 -1.728 -0.143
H 2.236 -2.111 -0.498
H 0.889 -1.374 -0.870
```

The calculation puts the HOMO energy at -10.0 eV. The frontier orbital gap is 10.211 eV. Its LUMO energy is 0.2349 eV. The SMILES is C=C.O.O.O.O.O.O. As for the net charge: 0. For the energy relative to the best compared isomer or geometry (same formula, charge and spin), the calculation gives 118.2 kJ/mol.

# 4
Computed, not measured: C5H4N2O in the gas phase, with ωB97M-V/def2-TZVPD.

Structure (XYZ):
```
12
C5H4N2O (ωB97M-V/def2-TZVPD)
C -0.968 2.007 -0.319
C -0.135 1.318 0.640
C 0.434 -0.057 0.299
N 1.483 -0.735 0.614
C 1.330 -1.960 0.059
O 1.827 -3.074 0.315
N 0.127 -2.051 -0.753
C -0.550 -1.039 -0.411
H -1.564 1.599 -1.133
H -0.924 2.946 -0.017
H 0.528 1.698 1.342
H -1.587 -0.652 -0.636
```

The calculation puts the HOMO energy at -10.7 eV. The frontier orbital gap is 8.967 eV. Its LUMO energy is -1.7004 eV. The SMILES is C=CC1=NC(=O)N=C1. As for the net charge: 0. For the energy relative to the best compared isomer or geometry (same formula, charge and spin), the calculation gives 289.8 kJ/mol.

# 5
Computed, not measured: a molecular structure, C18H37AgBrFNNbO3, with ωB97M-V/def2-TZVPD.

Structure (XYZ):
```
63
C18H37AgBrFNNbO3 (ωB97M-V/def2-TZVPD)
C -2.136 -4.125 -2.963
C -3.078 -3.150 -2.234
C -2.332 -1.778 -2.049
C -2.854 -1.047 -0.837
C -2.044 0.230 -0.554
Nb -0.404 -0.091 0.919
Br -0.344 -2.725 0.492
C -0.343 2.115 1.335
C 0.520 2.990 0.406
C 1.967 3.214 0.849
C 2.890 3.345 -0.353
O 4.206 2.821 -0.059
C 4.675 2.064 -1.077
O 4.897 0.862 -0.976
C 1.333 -0.002 -0.479
C 0.894 0.295 -1.889
C 1.882 -0.082 -2.991
O 0.680 -0.783 -2.709
N -1.684 -0.481 2.494
C -2.868 0.380 2.691
C -4.164 -0.407 2.390
C 1.258 -0.504 2.615
F 1.615 0.639 3.224
C 2.477 -1.248 2.118
C 3.710 -0.368 1.945
H -1.445 -3.621 -3.647
H -2.707 -4.890 -3.477
H -1.509 -4.641 -2.250
H -3.199 -3.520 -1.228
H -4.030 -3.057 -2.750
H -1.291 -2.035 -1.896
H -2.474 -1.099 -2.953
H -3.867 -0.712 -1.069
H -2.953 -1.701 0.015
H -1.750 0.659 -1.511
H -2.747 0.944 -0.137
H -1.354 2.492 1.190
H -0.123 2.292 2.383
H 0.045 3.968 0.427
H 0.479 2.693 -0.636
H 2.024 4.175 1.347
H 2.336 2.487 1.561
H 2.945 4.367 -0.713
H 2.499 2.748 -1.175
H 4.891 2.567 -2.031
H 1.809 -0.968 -0.625
H 2.140 0.690 -0.249
H 0.312 1.179 -2.049
H 1.801 0.700 -3.721
H 2.740 -0.311 -2.387
H -1.213 -0.550 3.386
H -2.865 1.328 2.166
H -2.924 0.619 3.745
H -4.782 -0.434 3.277
H -4.749 0.037 1.594
H -3.918 -1.439 2.187
H 0.747 -1.110 3.363
H 2.725 -1.929 2.937
H 2.296 -1.885 1.266
H 3.511 0.551 1.420
H 4.507 -0.930 1.485
H 4.069 -0.120 2.936
Ag -2.724 -1.711 -4.487
```

The calculation puts the HOMO energy (spin up / spin down) at -11.2 / -11.2 eV. The frontier orbital gap (spin up / spin down) is 5.806 / 5.784 eV. The spin multiplicity is 2. Its LUMO energy (spin up / spin down) is -5.4390 / -5.4414 eV. Its expectation value of S² is 0.759. As for the net charge: +1.

# 6
Computed, not measured: a molecular structure, C5H13NO, with ωB97M-V/def2-TZVPD.

Structure (XYZ):
```
20
C5H13NO (ωB97M-V/def2-TZVPD)
C 0.960 0.365 0.199
C 1.237 1.838 0.067
C 1.414 -0.285 1.485
N -1.218 0.493 0.848
O -1.573 1.590 0.926
H 1.344 -0.190 -0.666
H 2.509 -0.347 1.533
H 1.076 0.282 2.356
H 0.671 2.420 0.803
H 0.976 2.213 -0.925
H 2.297 2.057 0.238
H 1.023 -1.301 1.577
C -1.422 -0.401 -1.167
C -1.417 -1.897 -0.959
H -0.398 -2.291 -0.909
H -0.888 -0.076 -2.067
H -2.415 0.042 -1.167
H -0.329 0.073 -0.372
H -1.927 -2.422 -1.774
H -1.921 -2.163 -0.028
```

The calculation puts the HOMO energy (spin up / spin down) at -7.5 / -7.5 eV. The frontier orbital gap (spin up / spin down) is 8.084 / 8.136 eV. Its LUMO energy (spin up / spin down) is 0.5544 / 0.6502 eV. As for the net charge: 0. For the energy relative to the best compared isomer or geometry (same formula, charge and spin), the calculation gives 612.8 kJ/mol.